Model i:
Below is one molecule with the formula C3H7ClN2, with properties calculated with the ωB97M-V functional and the def2-TZVPD basis.

CARTESIAN COORDINATES (ANGSTROEM)
H: 0.390 -2.399 0.741
N: -0.476 -1.984 0.362
C: -0.485 -0.797 -0.112
N: -1.682 -0.165 -0.315
C: 0.734 0.036 -0.477
C: 0.722 1.204 0.468
Cl: 2.264 -0.810 -0.189
H: -2.549 -0.673 -0.176
H: -1.780 0.726 -0.863
H: 0.645 0.320 -1.591
H: 0.610 0.871 1.530
H: 1.650 1.762 0.401
H: -0.043 1.908 0.220

Values from the calculation:
HOMO energy: -9.20 eV
SMILES: [H]/N=C(/N)[C@@H](C)Cl

natural (NBO) atomic charge list, values in e, 6 entries: 0.368, -0.735, 0.422, -0.827, -0.270, -0.619

***

Model ii:
Below is a 2-piece molecular cluster, C3H7ClN2 overall, with properties calculated with the ωB97M-V functional and the def2-TZVPD basis.

CARTESIAN COORDINATES (ANGSTROEM)
C: 1.451 -1.605 -0.232
C: 1.216 -0.357 -0.619
C: 0.410 0.599 0.138
N: -2.328 1.010 -0.199
N: -1.463 0.055 -0.608
Cl: -1.751 -1.392 0.246
H: 2.089 -2.310 -0.866
H: 1.063 -2.037 0.649
H: 1.662 -0.096 -1.640
H: 0.142 1.685 -0.184
H: 0.240 0.522 1.278
H: -2.096 1.926 -0.640
H: -2.899 0.815 0.651

Values from the calculation:
HOMO energy (alpha / beta): -7.21 / -7.40 eV

natural (NBO) atomic charge list, values in e, 6 entries: -0.359, -0.273, -0.302, -0.703, -0.247, 0.083

***

Of them, model i has the highest stability.

***

Model i:
Below is one molecule with the formula C8H9NS, with properties calculated with the ωB97M-V functional and the def2-TZVPD basis.

CARTESIAN COORDINATES (ANGSTROEM)
C: -2.130 0.778 -0.245
C: -2.408 -0.589 -0.316
C: -0.467 -1.267 0.592
C: -0.737 1.058 0.086
C: 0.008 0.007 0.651
C: 1.242 0.421 1.281
C: -0.608 2.289 -0.457
C: 2.280 -0.955 -1.078
N: -1.616 -1.588 0.121
S: 2.703 0.427 0.073
H: -2.812 1.377 -0.648
H: -3.368 -0.897 -0.571
H: 0.098 -2.158 1.077
H: 1.153 1.491 1.459
H: 1.580 -0.269 2.150
H: -1.232 3.235 -0.180
H: 3.073 -1.564 -1.058
H: 2.014 -0.487 -2.045
H: 1.226 -1.307 -0.893

Values from the calculation:
HOMO energy (alpha / beta): -8.21 / -8.14 eV

natural (NBO) atomic charge list, values in e, 6 entries: -0.239, 0.048, 0.068, -0.148, -0.137, -0.499

***

Model ii:
Below is one molecule with the formula C8H9NS, with properties calculated with the ωB97M-V functional and the def2-TZVPD basis.

CARTESIAN COORDINATES (ANGSTROEM)
C: -2.272 1.013 -0.443
C: -2.931 -0.086 -0.212
C: -1.149 -1.142 0.732
C: -0.913 1.137 -0.016
C: -0.417 -0.024 0.637
C: 0.837 0.121 1.342
C: -0.444 2.265 -0.638
C: 2.283 -0.181 -1.409
N: -2.495 -1.217 0.371
S: 2.380 0.481 0.245
H: -2.797 1.881 -1.016
H: -3.958 -0.136 -0.449
H: -0.849 -1.904 1.411
H: 0.761 1.115 1.866
H: 0.947 -0.675 2.092
H: -0.789 3.269 -0.401
H: 1.332 -0.211 -1.807
H: 2.660 -1.182 -1.471
H: 2.776 0.529 -2.177

Values from the calculation:
HOMO energy (alpha / beta): -8.28 / -8.19 eV

natural (NBO) atomic charge list, values in e, 6 entries: -0.240, 0.007, 0.043, -0.159, -0.138, -0.475

***

Of them, model ii has the highest stability.

***

Model i:
Below is an isolated ion of composition C11H14N3S and charge +1, with properties calculated with the ωB97M-V functional and the def2-TZVPD basis.

CARTESIAN COORDINATES (ANGSTROEM)
C: -1.159 -0.068 3.041
S: 0.310 -0.721 2.312
C: 0.426 0.206 0.783
N: 1.913 0.650 0.631
C: 2.615 -0.188 -0.303
C: 2.381 -1.657 -0.003
N: 1.206 -2.273 -0.556
C: 0.115 -1.679 -0.750
N: -0.139 -0.325 -0.504
C: -1.250 0.396 -1.010
C: -2.519 -0.017 -0.658
C: -3.451 0.728 -1.287
C: -3.258 1.452 -2.297
C: -2.106 2.027 -2.696
C: -1.065 1.409 -1.980
H: -1.263 0.924 3.518
H: -0.966 -0.659 3.981
H: -2.078 -0.616 2.668
H: -0.109 1.220 0.882
H: 2.154 0.646 1.725
H: 1.827 1.581 0.610
H: 3.758 -0.167 -0.249
H: 2.297 0.048 -1.326
H: 3.153 -2.360 -0.453
H: 2.369 -1.855 1.098
H: -0.562 -2.268 -1.310
H: -2.624 -0.867 -0.017
H: -1.999 2.648 -3.541
H: 0.024 1.784 -2.307

Values from the calculation:
HOMO energy: -12.67 eV
SMILES: CS[C@H]1[NH2+]CCN=CN1c1cc#ccc1
Charge: +1

natural (NBO) atomic charge list, values in e, 6 entries: -0.811, 0.290, -0.051, -0.539, -0.283, -0.300

***

Model ii:
Below is an isolated ion of composition C11H14N3S and charge +1, with properties calculated with the ωB97M-V functional and the def2-TZVPD basis.

CARTESIAN COORDINATES (ANGSTROEM)
N: -0.579 1.298 -1.402
C: -0.360 0.525 -0.167
C: -0.534 1.708 0.880
N: -1.550 2.607 0.343
C: 1.000 -0.165 -0.073
C: 1.449 -0.723 -1.289
C: 2.688 -1.288 -1.334
C: 3.441 -1.381 -0.163
C: 2.973 -0.891 1.039
C: 1.741 -0.187 1.063
C: -1.467 -0.509 -0.065
C: -1.453 -1.667 0.706
N: -2.590 -2.340 0.675
C: -3.538 -1.709 0.070
S: -3.115 -0.138 -0.513
H: -1.198 0.907 -2.092
H: 0.267 1.442 -1.931
H: 0.515 2.061 0.953
H: -0.822 1.301 1.971
H: -1.346 3.532 0.673
H: -2.458 2.192 0.565
H: -1.326 2.526 -0.704
H: 0.927 -0.657 -2.256
H: 3.221 -1.648 -2.146
H: 4.331 -1.940 -0.086
H: 3.400 -0.804 2.006
H: 1.349 0.252 2.019
H: -0.553 -2.065 1.229
H: -4.415 -2.239 0.029

Values from the calculation:
HOMO energy: -12.46 eV
SMILES: N[C@](C[NH3+])(c1ccccc1)c1cncs1
Charge: +1

natural (NBO) atomic charge list, values in e, 6 entries: -0.868, 0.075, -0.267, -0.727, -0.064, -0.213

***

Of them, model ii has the highest stability.

***

Model i:
Below is a 2-piece molecular cluster, BH4NO overall, with properties calculated with the ωB97M-V functional and the def2-TZVPD basis.

CARTESIAN COORDINATES (ANGSTROEM)
B: -0.203 0.152 0.183
N: 0.803 -0.567 -0.484
O: -1.427 0.290 -0.264
H: 0.374 0.805 1.786
H: 1.724 -0.320 -0.110
H: 0.732 -1.235 -1.335
H: -2.002 0.874 0.225

Values from the calculation:
HOMO energy: -9.65 eV

natural (NBO) atomic charge list, values in e, 6 entries: 0.967, -1.161, -0.913, -0.240, 0.414, 0.421

***

Model ii:
Below is a 2-piece molecular cluster, BH4NO overall, with properties calculated with the ωB97M-V functional and the def2-TZVPD basis.

CARTESIAN COORDINATES (ANGSTROEM)
B: -0.375 -0.218 -0.091
N: 0.868 -0.831 0.050
O: -1.649 -0.592 0.067
H: 0.286 2.119 -0.149
H: 1.648 -0.169 -0.320
H: 1.167 -1.828 -0.105
H: -2.419 0.062 0.234

Values from the calculation:
HOMO energy (alpha / beta): -8.02 / -8.02 eV

natural (NBO) atomic charge list, values in e, 6 entries: 1.151, -1.184, -0.950, -0.430, 0.442, 0.419

***

Of them, model i has the highest stability.

***

Model i:
Below is one molecule with the formula C3H8NO2P, with properties calculated with the ωB97M-V functional and the def2-TZVPD basis.

CARTESIAN COORDINATES (ANGSTROEM)
C: 1.822 -1.681 0.264
C: 1.153 -0.681 -0.351
C: 0.124 0.096 0.231
N: 0.210 1.504 -0.426
P: -1.782 -0.185 -0.452
O: -2.437 -1.329 0.213
O: -2.340 1.007 0.550
H: 2.694 -2.312 -0.288
H: 2.034 -1.899 1.263
H: 1.194 -0.558 -1.403
H: 0.074 0.270 1.381
H: 0.885 2.244 -0.009
H: 0.392 1.225 -1.428
H: -0.794 1.624 -0.497
H: -3.226 0.675 0.952

Values from the calculation:
HOMO energy: -7.46 eV
SMILES: C=C[C@@H]([NH3+])P([O-])O

natural (NBO) atomic charge list, values in e, 6 entries: -0.359, -0.264, -0.398, -0.755, 1.333, -1.135

***

Model ii:
Below is C3H8NO2P as an isolated structure, with properties calculated with the ωB97M-V functional and the def2-TZVPD basis.

CARTESIAN COORDINATES (ANGSTROEM)
C: -0.403 -0.092 -0.530
C: 0.309 -0.234 0.601
C: -1.900 -0.257 -0.694
N: -2.612 -0.048 0.578
O: 3.459 -1.192 0.717
O: 2.861 0.778 -0.826
P: 2.702 0.020 0.551
H: 0.097 0.222 -1.537
H: -0.069 -0.295 1.569
H: -2.124 -1.205 -1.264
H: -2.067 0.433 -1.479
H: -3.613 -0.047 0.364
H: 2.653 1.697 -0.867
H: -2.329 -0.709 1.358
H: 3.035 0.929 1.461

Values from the calculation:
HOMO energy: -9.38 eV

natural (NBO) atomic charge list, values in e, 6 entries: -0.225, -0.412, -0.266, -0.853, -1.053, -0.998

***

Of them, model ii has the highest stability.